1.
{
  "formula": "CH5O2",
  "method": "ωB97M-V/def2-TZVPD",
  "symbols": ["O", "H", "C", "O", "H", "H", "H", "H"],
  "xyz": [[0.8141, 1.5876, -1.3135], [1.0943, 1.9913, -0.5144], [-0.3182, -0.9534, 0.5961], [-0.8212, 0.2012, 0.0721], [-0.8323, -1.2008, 1.4411], [-0.7147, -1.7506, -0.1306], [0.7693, -0.8722, 0.6600], [0.0088, 0.9969, -0.8107]],
  "atomic_forces_ev_per_a": [[-1.467, -1.072, -0.330], [0.731, 0.837, 1.001], [-0.549, 0.529, -4.378], [-0.359, 1.818, -0.227], [-0.806, -0.779, 3.304], [1.342, -0.305, 0.592], [0.374, -0.839, 0.369], [0.734, -0.190, -0.331]],
  "mulliken_charge": [-0.80, 0.24, -0.51, -0.85, 0.21, 0.11, 0.18, 0.42],
  "total_energy_ev": -5212.4251,
  "molar_mass_g_mol": 49.05,
  "charge": -1,
  "fmax_ev_per_a": 4.44,
  "de_lowest_kcal_mol": 12.0,
  "homo_lumo_gap_ev": 7.6413,
  "homo_ev": -2.70
}



2.
{
  "formula": "CH5O2P",
  "method": "ωB97M-V/def2-TZVPD",
  "symbols": ["C", "O", "O", "P", "H", "H", "H", "H", "H"],
  "xyz": [[0.4226, -0.2145, -0.3171], [-0.7949, 0.4651, -0.4026], [1.4616, 0.2164, -0.7836], [0.0901, -1.9466, 0.2290], [0.0057, 1.7998, 1.4039], [-0.7317, 1.4618, -0.3929], [-0.0796, 2.5914, 1.5071], [0.8779, -2.3789, -0.8493], [-1.2516, -1.9946, -0.3945]],
  "atomic_forces_ev_per_a": [[-0.068, 1.425, -2.292], [0.660, 0.730, 0.745], [-1.510, -0.466, 1.493], [-0.776, 0.086, -0.045], [-0.161, 1.974, 0.429], [0.484, -1.482, -0.341], [0.231, -1.790, -0.193], [-0.202, -0.404, -0.138], [1.343, -0.073, 0.342]],
  "mulliken_charge": [0.59, -0.43, -0.49, -0.13, -0.20, 0.30, 0.19, 0.08, 0.09],
  "total_energy_ev": -14500.1287,
  "molar_mass_g_mol": 80.02,
  "fmax_ev_per_a": 2.70,
  "de_lowest_kcal_mol": 37.0,
  "homo_lumo_gap_ev": 10.9048,
  "homo_ev": -10.18
}



3.
{
  "formula": "CH5O2P",
  "method": "ωB97M-V/def2-TZVPD",
  "symbols": ["C", "O", "O", "P", "H", "H", "H", "H", "H"],
  "xyz": [[-1.2250, 0.3494, 0.4360], [-0.9967, 1.4566, 1.2158], [1.7481, -1.5743, -0.3639], [1.5192, -0.0713, -0.9965], [-1.8061, 0.3967, -0.3880], [-0.7438, -0.4963, 0.8981], [-1.4221, 2.2551, 0.7700], [1.8343, -1.4057, 0.5920], [1.0921, -0.9102, -2.1634]],
  "atomic_forces_ev_per_a": [[2.984, 0.351, 3.050], [-1.319, 1.502, -1.404], [0.306, 0.146, 2.189], [-1.022, -1.109, -2.097], [-1.765, -0.042, -2.355], [-0.483, -0.373, -0.392], [0.891, -1.525, 0.966], [0.253, -0.738, -0.221], [0.155, 1.788, 0.264]],
  "mulliken_charge": [-0.60, -0.44, -0.43, 0.07, 0.34, 0.38, 0.33, 0.32, 0.03],
  "total_energy_ev": -14498.1542,
  "molar_mass_g_mol": 80.02,
  "fmax_ev_per_a": 4.28,
  "de_lowest_kcal_mol": 82.5,
  "homo_lumo_gap_ev": [7.3576, 8.1173],
  "homo_ev": [-7.38, -7.47]
}



4.
{
  "formula": "CH5O2P",
  "method": "ωB97M-V/def2-TZVPD",
  "symbols": ["C", "O", "O", "P", "H", "H", "H", "H", "H"],
  "xyz": [[-1.2711, -0.0628, -0.2092], [2.5028, 0.8483, -0.3650], [-0.0554, 0.6565, -0.5417], [1.3383, 0.2499, 0.1298], [-1.9623, 0.7446, 0.1182], [-0.9652, -0.8980, 0.5424], [-1.6942, -0.5323, -1.1471], [1.1524, 0.6746, 1.5297], [0.9548, -1.6806, -0.0570]],
  "atomic_forces_ev_per_a": [[0.570, -0.630, -0.056], [4.012, 1.612, -2.141], [0.140, -0.072, -0.302], [-5.509, -4.054, 2.514], [0.305, -1.062, 0.314], [-1.203, 1.492, -1.034], [0.642, 0.447, 1.042], [-0.007, -0.959, -0.941], [1.050, 3.228, 0.604]],
  "mulliken_charge": [-0.54, -0.49, -0.27, 0.45, 0.21, 0.33, 0.20, 0.10, 0.02],
  "total_energy_ev": -14500.1346,
  "molar_mass_g_mol": 80.02,
  "fmax_ev_per_a": 7.29,
  "de_lowest_kcal_mol": 36.9,
  "homo_lumo_gap_ev": 10.4612,
  "homo_ev": -10.27
}



5.
{
  "formula": "CH5O2Pd",
  "method": "ωB97M-V/def2-TZVPD",
  "symbols": ["O", "Pd", "H", "C", "H", "H", "H", "O", "H"],
  "xyz": [[-0.6604, 2.0534, 0.2033], [0.4035, 1.9103, 1.5259], [-0.6910, 2.4279, -0.6824], [0.1704, -1.4402, -0.1199], [-0.6526, -1.5530, -0.8436], [0.9821, -2.1294, -0.3853], [-0.2045, -1.7215, 0.8768], [0.6980, -0.1314, -0.1296], [-0.0454, 0.5839, -0.4451]],
  "atomic_forces_ev_per_a": [[-5.398, 0.390, -5.808], [4.979, -0.342, 6.130], [0.245, 0.712, -0.180], [-0.278, -0.520, -0.005], [0.302, -0.051, 0.187], [-0.243, 0.114, 0.019], [0.067, 0.114, -0.219], [-2.129, 2.559, -1.254], [2.454, -2.976, 1.129]],
  "lowdin_spin": [0.56, 2.27, 0.04, 0.01, 0.00, 0.00, 0.00, 0.10, 0.01],
  "total_energy_ev": -8686.4587,
  "molar_mass_g_mol": 155.47,
  "fmax_ev_per_a": 7.94,
  "spin_multiplicity": 4,
  "homo_lumo_gap_ev": [6.8840, 8.2481],
  "homo_ev": [-6.35, -10.34]
}



6.
{
  "formula": "CH5O2Zn",
  "method": "ωB97M-V/def2-TZVPD",
  "symbols": ["C", "H", "H", "H", "O", "Zn", "H", "O", "H"],
  "xyz": [[-1.4184, 0.0558, 0.1412], [-2.2344, 0.7936, 0.0988], [-1.6799, -0.7699, -0.5438], [-1.3661, -0.3586, 1.1628], [2.2180, 0.0118, 0.1510], [1.5979, -0.0921, -1.9838], [2.3346, -0.7605, 0.7136], [-0.2198, 0.6844, -0.2340], [0.7681, 0.4356, 0.4941]],
  "atomic_forces_ev_per_a": [[0.446, 0.188, -0.005], [-0.090, -0.182, 0.124], [0.045, 0.070, 0.095], [-0.175, 0.057, -0.157], [-1.093, 0.452, 0.698], [0.061, -0.093, 0.301], [0.161, -0.169, -0.155], [1.904, -0.446, 2.197], [-1.259, 0.123, -3.098]],
  "mulliken_charge": [-0.65, 0.19, 0.21, 0.21, -0.77, -0.33, 0.24, -0.51, 0.43],
  "total_energy_ev": -53630.0725,
  "molar_mass_g_mol": 114.44,
  "charge": -1,
  "fmax_ev_per_a": 3.35,
  "homo_lumo_gap_ev": 5.7367,
  "homo_ev": -2.07
}



7.
{
  "formula": "CH5OP",
  "method": "ωB97M-V/def2-TZVPD",
  "symbols": ["C", "O", "P", "H", "H", "H", "H", "H"],
  "xyz": [[0.2008, -0.6362, -0.7761], [1.1007, 1.1305, 1.2137], [-0.1237, 0.5750, 0.6348], [1.3303, -0.9023, -0.6425], [-0.5004, -1.4413, -0.6262], [-0.0776, -0.0822, -1.6478], [-0.9244, 1.6597, 0.3539], [-1.0057, -0.3033, 1.4901]],
  "atomic_forces_ev_per_a": [[1.032, 1.232, 1.980], [1.030, 0.085, 0.681], [-0.294, -2.330, 0.457], [-2.245, 0.408, -0.569], [0.143, -0.551, -0.109], [0.418, -0.008, -0.969], [-0.952, 0.024, -0.763], [0.867, 1.141, -0.708]],
  "mulliken_charge": [-0.83, -0.59, 0.42, 0.25, 0.32, 0.30, 0.07, 0.06],
  "total_energy_ev": -12453.9010,
  "smiles": "C[PH2]=O",
  "molar_mass_g_mol": 64.02,
  "fmax_ev_per_a": 2.55,
  "de_lowest_kcal_mol": 5.5,
  "homo_lumo_gap_ev": 11.2276,
  "homo_ev": -10.25
}



8.
{
  "formula": "CH5OPS",
  "method": "ωB97M-V/def2-TZVPD",
  "symbols": ["C", "O", "P", "S", "H", "H", "H", "H", "H"],
  "xyz": [[0.2196, 0.3936, -1.4295], [-0.7681, -0.0417, -0.5470], [-0.5234, -1.0602, 0.7325], [0.6963, 0.1188, 1.9758], [0.5270, 1.3231, -1.0448], [-0.3399, 0.7021, -2.4557], [1.1583, -0.2501, -1.5378], [-2.0112, -0.6453, 1.1906], [1.0414, -0.5402, 3.1158]],
  "atomic_forces_ev_per_a": [[-0.135, 0.289, -2.654], [-0.181, -0.817, 0.785], [-3.038, -0.207, -0.061], [0.533, 1.517, 0.626], [0.893, 1.335, 0.339], [1.536, -1.294, 2.149], [-1.555, 0.419, -0.109], [2.371, -0.785, -0.270], [-0.423, -0.457, -0.806]],
  "mulliken_charge": [-0.61, -0.24, 0.11, -0.29, 0.30, 0.21, 0.29, 0.06, 0.17],
  "total_energy_ev": -23288.3845,
  "smiles": "COPS",
  "molar_mass_g_mol": 96.09,
  "fmax_ev_per_a": 3.05,
  "de_lowest_kcal_mol": 42.7,
  "homo_lumo_gap_ev": 9.3272,
  "homo_ev": -8.64
}